[1]
Here is a molecular structure, C18H23F9N4O5S3V at a distorted geometry from the Open Molecules 2025 dataset. Energies are from the ωB97M-V functional and the def2-TZVPD basis.

XYZ file:
```
63
Properties=species:S:1:pos:R:3:forces:R:3
V 1.293739 0.321060 -0.114581 -3.5 -1.5 -1.2
F 1.839865 -2.653540 1.440761 0.6 0.1 0.2
C 2.611408 -1.859109 2.204989 -1.2 -1.0 0.5
F 1.806429 -1.274366 3.077728 0.5 0.0 0.1
F 3.531896 -2.565977 2.796459 0.2 0.4 -0.3
S 3.223424 -0.494843 1.055013 3.5 -1.4 2.2
O 2.574399 -0.926028 -0.199938 1.8 -1.8 -1.5
O 2.471203 0.667091 1.509561 -1.4 0.4 -0.2
N 4.717493 -0.266900 0.814519 -0.3 -0.8 -0.4
S 5.218388 0.656101 2.058781 -0.5 1.0 0.4
O 6.604848 0.776804 2.199567 0.6 -0.1 -0.3
O 4.348431 0.282490 3.131335 0.3 0.1 1.0
C 4.551666 2.344884 1.420153 -0.3 0.7 -0.5
F 3.605780 2.858731 2.211621 0.4 -0.2 0.4
F 3.942340 2.187773 0.201959 0.5 0.2 0.0
F 5.493524 3.243481 1.267010 0.3 -0.4 0.2
F -6.273034 -2.766957 4.543751 0.1 0.1 0.2
C -6.053696 -3.043616 3.255924 -0.2 0.0 0.0
F -7.056126 -2.491123 2.555801 0.0 0.1 -0.1
F -6.140767 -4.362138 3.096823 0.1 -0.2 0.0
C -4.722856 -2.494927 2.798356 0.1 0.0 0.0
C -3.844403 -3.289660 2.071552 -0.3 0.1 0.2
C -2.648842 -2.759534 1.642062 0.1 0.4 0.1
C -2.332226 -1.423340 1.930204 -0.8 -0.5 0.4
C -3.216038 -0.636295 2.684460 0.2 -0.2 -0.2
C -4.411188 -1.173503 3.110353 -0.1 -0.3 0.0
C -1.152125 -0.880476 1.398882 0.8 0.5 -0.7
C -0.191884 -0.404630 0.815564 -0.1 -0.5 0.9
H -4.105747 -4.310590 1.847800 0.0 -0.1 0.0
H -1.946895 -3.360005 1.089148 0.1 -0.1 -0.1
H -2.958355 0.382239 2.931593 0.0 0.1 0.0
H -5.109089 -0.582227 3.683856 0.0 0.1 0.1
C 2.189220 1.514616 -2.909435 0.1 0.1 0.2
N 1.018130 0.917473 -3.524313 -0.1 -0.4 0.4
C 0.420481 1.684702 -4.603287 -0.1 0.2 -0.4
C 0.401077 -0.133307 -2.961922 -0.3 -0.1 -0.8
N 0.488476 -0.355930 -1.635914 -0.2 -1.0 -1.2
N -0.342412 -0.967401 -3.706243 0.3 0.7 0.5
C -1.309204 -1.860254 -3.100437 -0.3 -0.2 0.2
C -0.122795 -1.190006 -5.118492 0.1 0.0 -0.6
H 2.801131 1.936394 -3.709329 0.1 0.0 0.2
H 2.784381 0.746207 -2.400545 0.0 0.2 -0.1
H 1.918205 2.321880 -2.211405 0.1 -0.1 -0.2
H 0.426230 2.739277 -4.323504 0.0 0.0 0.0
H -0.612759 1.386668 -4.764572 0.1 0.0 0.0
H 0.983524 1.576509 -5.530749 0.0 0.0 0.0
H 0.110198 -1.282334 -1.421831 0.1 0.3 0.0
H -0.845893 -2.791022 -2.765893 0.0 -0.1 0.0
H -2.051338 -2.112229 -3.854856 0.0 0.0 0.1
H -1.815604 -1.375134 -2.266805 0.0 0.0 0.0
H 0.842283 -0.807191 -5.431163 0.1 0.1 0.0
H -0.910119 -0.746747 -5.727554 0.0 0.1 0.0
H -0.131555 -2.263875 -5.298147 0.0 0.0 0.0
C 0.037068 2.413143 2.428595 0.2 -0.1 0.2
S 0.817878 3.104374 0.966354 -1.3 1.2 0.9
C -0.583982 4.124723 0.389605 0.3 0.1 -0.2
O 0.709251 1.888972 -0.013471 -0.9 4.0 -0.4
H -0.862826 1.878216 2.127230 0.1 0.1 -0.1
H -0.204965 3.217058 3.118761 0.1 0.2 -0.1
H 0.748479 1.740098 2.903875 0.0 0.0 -0.1
H -0.197526 5.025263 -0.078547 0.2 0.0 -0.1
H -1.212264 4.412445 1.226405 0.1 -0.1 0.2
H -1.164334 3.556544 -0.333474 0.1 -0.2 0.1
```
Forces are in eV/Å.

Summary:
* calculated total energy: -4331.56371 hartree
* energy above the lowest of the compared OMol25 structures with the same formula, charge and spin: 259.73 kJ/mol
* F_max: 4.31 eV/A
* multiplicity: 2
* net charge: +2
* expectation value of S²: 0.76
* E_LUMO (spin up / spin down): -8.06 / -7.49 eV
* highest occupied orbital energy (spin up / spin down): -14.19 / -14.31 eV

These are the Mulliken partial charges, in e, on atoms 1 to 8: 0.685 -0.174 0.596 -0.175 -0.177 1.659 -0.700 -0.566

***

[2]
Here is 2 unconnected molecules or ions with the total composition H3NO2S at a distorted geometry from the Open Molecules 2025 dataset. Energies are from the ωB97M-V functional and the def2-TZVPD basis.

XYZ file:
```
7
Properties=species:S:1:pos:R:3:forces:R:3
N -0.350975 0.048097 0.939458 0.3 0.1 0.1
O 1.509739 1.228035 -0.138115 -0.1 0.6 -0.3
O 1.489452 -1.194038 -0.523539 -0.9 -0.2 0.1
S 0.739056 0.034751 -0.380464 0.2 0.6 1.5
H -1.108865 -0.624276 0.831364 0.2 0.5 0.3
H -0.497247 0.914948 1.539980 0.4 -1.6 -1.6
H -1.781162 -0.407518 -2.268683 0.1 0.0 0.0
```
Forces are in eV/Å.

Summary:
* calculated total energy: -605.05219 hartree
* energy above the lowest of the compared OMol25 structures with the same formula, charge and spin: 421.87 kJ/mol
* F_max: 2.29 eV/A
* multiplicity: 1
* E_LUMO (spin up / spin down): -2.28 / -0.39 eV
* highest occupied orbital energy (spin up / spin down): -11.19 / -9.94 eV

Which charges does Mulliken predict for the atoms? In e, they are: -0.436 -0.482 -0.436 0.775 0.268 0.285 0.026

***

[3]
Here is a molecular structure, C22H78AgF3O24P at a distorted geometry from the Open Molecules 2025 dataset. Energies are from the ωB97M-V functional and the def2-TZVPD basis.

XYZ file:
```
129
Properties=species:S:1:pos:R:3:forces:R:3
Ag -1.613775 2.175879 0.138840 -0.1 -1.0 -1.1
C -1.147487 -0.531976 -1.019860 -1.8 2.6 1.2
O -0.300038 0.153267 -0.038094 0.9 -2.6 -1.0
O -2.124953 0.432247 -1.301220 1.3 -2.4 -1.4
C -0.297843 -1.261478 -2.160900 -3.7 3.5 -0.9
F -0.895250 -2.407725 -2.476598 -0.1 -1.5 0.2
F -0.355233 -0.562428 -3.342315 0.5 0.1 0.4
F 0.930142 -1.455752 -1.872397 2.7 -0.8 0.4
C 0.412017 -0.716513 0.873652 -0.1 2.6 1.0
C 1.313340 0.253656 1.698696 0.0 -0.4 -0.4
H 1.873043 0.867758 0.993213 0.3 0.1 0.3
H 0.801219 0.928173 2.384880 -0.7 0.1 -0.6
H 1.945101 -0.276955 2.411036 0.5 -0.5 -0.3
H 1.008778 -1.461527 0.347398 -0.1 -0.2 0.2
H -0.304391 -1.082364 1.609188 -0.2 -0.9 -0.3
H -1.669254 -1.359608 -0.539352 0.2 -0.7 0.5
P -0.260246 4.313163 0.103828 3.4 1.1 -1.9
O -1.357771 4.342380 -0.955895 -0.8 2.1 0.2
O 0.429514 2.980379 -0.242010 2.4 -3.1 -1.3
O -0.896209 3.790419 1.395420 -0.8 2.3 3.6
O 1.045020 5.183795 0.029365 -3.4 -0.1 1.0
C -2.718811 1.689612 3.073898 0.3 -0.3 -0.5
O -2.273638 0.906166 1.960695 0.0 0.7 1.2
H -2.625605 1.190321 4.038328 -0.3 -0.5 0.0
H -2.100397 2.580954 3.179626 0.1 0.1 -0.5
H -3.742487 2.000976 2.865963 -0.2 0.1 0.4
H -2.404266 -0.036787 2.084653 -0.3 -0.4 0.4
C -0.496524 -3.817593 -5.922224 -0.4 0.2 1.4
O -1.451751 -3.472711 -6.940178 0.9 -0.5 0.1
H 0.154358 -2.981968 -5.664952 -0.2 0.3 -0.6
H -1.034363 -4.007059 -4.993280 0.0 -0.2 0.1
H 0.163299 -4.670624 -6.080555 -0.3 -0.2 -0.8
H -2.211704 -4.049781 -6.834987 0.0 0.1 0.0
C 4.322043 -2.899144 1.117538 0.3 0.9 -0.2
O 3.570458 -3.646354 0.217750 -0.8 -1.4 -0.8
H 5.196052 -2.534445 0.577895 0.3 0.2 0.5
H 3.718179 -2.048682 1.434008 0.2 0.2 0.4
H 4.624828 -3.508699 1.968929 -0.1 0.0 0.0
H 3.741467 -3.340503 -0.676015 -0.1 0.1 0.1
C 1.556653 -4.869599 -2.213473 0.2 0.3 -0.4
O 0.793825 -5.682228 -3.122245 0.1 0.1 0.6
H 2.140031 -4.117834 -2.745090 -0.2 0.2 -0.2
H 0.874534 -4.340632 -1.547875 -0.1 -0.2 -0.2
H 2.294305 -5.393136 -1.605307 -0.2 -0.6 0.1
H 1.351653 -6.015296 -3.828993 0.2 0.1 0.1
C -1.136309 0.048707 -6.923248 0.3 -1.4 -0.3
O -0.390709 -1.028716 -7.577960 0.3 1.4 0.0
H -0.766849 0.235530 -5.914939 0.0 0.0 0.0
H -1.023838 0.955266 -7.517885 0.0 -0.1 0.0
H -2.179217 -0.261764 -6.859550 -0.1 0.4 0.0
H -0.775644 -1.889648 -7.398425 -0.5 0.2 0.2
C 2.062894 0.404896 -5.531998 -0.6 0.5 -0.3
O 3.369011 0.830153 -5.871184 1.0 -0.3 0.2
H 2.073794 -0.282917 -4.686486 0.4 0.0 -0.1
H 1.470943 1.268536 -5.229018 -0.2 0.0 0.1
H 1.598403 -0.076157 -6.392779 -0.2 -0.2 0.1
H 3.337926 1.409844 -6.635770 -0.2 0.0 0.1
C 4.130748 3.037231 2.433407 0.1 0.7 -0.6
O 3.005859 3.340985 1.645790 1.1 -0.4 0.3
H 4.177298 3.664968 3.323285 0.0 0.0 0.4
H 4.264458 1.996477 2.728464 -0.3 -0.3 0.0
H 5.012855 3.303415 1.851047 0.2 0.0 -0.1
H 2.279414 3.507254 2.250970 -0.7 -0.1 -0.2
C 0.279755 1.702791 6.319287 0.1 1.2 1.4
O 0.696051 1.271870 5.104427 0.6 -1.7 -1.5
H -0.656328 2.253536 6.226943 -0.5 -0.4 0.4
H 0.294380 0.870137 7.022557 -0.5 0.0 0.0
H 0.983537 2.441815 6.702224 0.3 0.2 0.4
H 0.632172 1.981656 4.461205 0.1 0.6 -0.9
C -2.292259 -1.727331 4.227661 0.0 -0.4 -0.7
O -2.594705 -1.688718 2.810999 -0.6 0.7 1.4
H -3.074548 -1.228038 4.799359 -0.1 0.1 -0.3
H -2.234002 -2.762536 4.563914 -0.1 -0.1 0.0
H -1.333990 -1.269566 4.473182 0.1 0.3 -0.2
H -2.130340 -2.417301 2.392515 0.5 -0.2 0.0
C 3.458814 0.850284 -1.717578 0.3 -1.0 -0.5
O 3.898852 2.117744 -1.312260 -0.3 0.2 0.2
H 4.008119 0.076104 -1.181841 0.2 -0.4 0.2
H 2.411842 0.588160 -1.565145 -0.2 1.0 0.4
H 3.649099 0.695589 -2.779637 0.0 0.0 -0.3
H 4.855507 2.051599 -1.267053 0.0 0.2 0.0
C -0.861198 2.989457 -3.942930 -0.4 0.3 0.0
O -0.667858 4.255772 -3.375674 0.7 -0.2 -2.3
H -0.881433 3.104830 -5.026617 -0.1 0.0 -0.3
H -0.103397 2.235138 -3.731162 0.4 0.0 0.4
H -1.810279 2.545269 -3.642867 -0.2 -0.1 0.0
H -0.864684 4.237899 -2.436241 -0.4 0.0 1.6
C 1.531766 -2.300140 4.818281 1.3 -0.3 0.2
O 1.251197 -1.337915 5.811085 -0.5 -0.8 -0.1
H 0.727427 -2.673799 4.184619 -0.6 0.5 0.1
H 2.322970 -1.904001 4.181754 0.0 -0.1 -0.4
H 1.955443 -3.184871 5.293512 0.0 0.0 0.2
H 1.105774 -0.523343 5.324339 -0.2 0.8 0.0
C 1.074396 4.482061 4.262846 0.0 1.0 -0.3
O 0.848648 3.447688 3.330543 1.0 -0.5 2.3
H 0.209939 5.116755 4.457682 -0.5 -0.3 0.0
H 1.430242 4.124663 5.229151 0.1 -0.3 -0.1
H 1.780714 5.205648 3.855857 0.5 -0.1 0.0
H 0.081244 3.660033 2.794271 -1.3 0.3 -2.0
C 3.845526 0.880136 5.267619 -1.1 -0.4 1.1
O 5.213361 0.558838 5.472709 0.3 0.2 -0.6
H 3.577586 1.936687 5.271052 0.5 0.2 -0.3
H 3.396456 0.426582 4.384033 0.7 0.0 -0.3
H 3.278759 0.437573 6.086781 -0.2 0.0 0.2
H 5.570535 1.159287 6.131118 -0.1 0.0 0.0
C -4.971935 -0.866061 0.313041 -0.2 -0.1 1.0
O -5.099632 -0.428833 -0.992767 -0.6 -0.3 -0.7
H -4.210518 -1.632531 0.457500 0.4 0.0 -0.1
H -4.765110 -0.034582 0.986796 0.2 0.1 0.2
H -5.898946 -1.333549 0.645035 -0.3 0.1 -0.1
H -4.219615 -0.177731 -1.282796 0.8 0.4 -0.2
C -4.619309 2.986881 -1.064981 0.6 -0.6 -0.4
O -3.867077 2.890012 0.151219 -1.3 0.0 -0.3
H -4.003467 2.468438 -1.799860 0.2 0.3 -0.1
H -5.542085 2.408782 -1.113950 -0.3 0.0 0.7
H -4.797238 4.001458 -1.421474 0.2 0.2 0.3
H -4.362593 3.192942 0.915611 -0.1 0.2 -0.1
C -3.581792 -0.797441 -4.208622 0.2 1.1 0.1
O -3.616311 0.602377 -3.905953 -0.5 -0.7 -0.5
H -2.572851 -1.192348 -4.089485 0.1 0.0 -0.2
H -4.237308 -1.398361 -3.578314 -0.3 0.1 0.1
H -3.900639 -0.828184 -5.250491 0.0 -0.5 0.0
H -3.154213 0.751827 -3.077869 0.7 -0.1 0.7
C -1.961224 -4.649751 1.315084 0.6 -0.2 -0.2
O -1.186269 -3.803442 2.165959 -0.6 0.2 0.0
H -1.607988 -4.674326 0.284200 0.4 0.0 0.0
H -1.963908 -5.657139 1.731326 -0.3 -0.1 -0.1
H -2.969636 -4.245364 1.227430 0.0 0.1 0.5
H -0.244326 -3.974920 2.236139 -0.1 -0.4 -0.5
```
Forces are in eV/Å.

Summary:
* calculated total energy: -3478.42397 hartree
* energy above the lowest of the compared OMol25 structures with the same formula, charge and spin: 195.64 kJ/mol
* F_max: 5.20 eV/A
* multiplicity: 2
* net charge: -2
* expectation value of S²: 0.76
* E_LUMO (spin up / spin down): 3.40 / 3.40 eV
* highest occupied orbital energy (spin up / spin down): -1.49 / -1.26 eV

These are the Mulliken partial charges, in e, on atoms 1 to 8: 0.287 -0.010 0.761 -0.065 0.375 -0.329 -0.259 0.075

***

| no. | M (u) |
| --- | --- |
| 1 | 693.5 |
| 2 | 81.1 |
| 3 | 922.7 |